Below is a molecular structure, C23H31F5MoN3O12P3S4, with properties calculated with ωB97M-V/def2-TZVPD.

XYZ file:
```
82
Properties=species:S:1:pos:R:3:forces:R:3:lowdin_charge:R:1
H 0.907 3.514 4.573 0.018 -0.055 0.002 0.098
Mo -0.421 0.021 0.265 0.292 -0.343 -0.613 1.180
S -1.539 0.382 -4.273 -0.090 -0.154 0.139 1.045
H 4.088 -0.754 -2.000 -0.019 -0.018 -0.014 0.080
F -1.360 0.153 3.427 0.048 -0.043 -0.064 0.021
O -2.525 -3.681 -2.059 -0.282 -0.048 0.026 -0.335
H 2.038 0.609 -2.438 -0.010 0.017 0.019 0.107
H -0.354 2.735 -1.837 -0.030 -0.006 -0.003 0.053
H -1.297 4.263 5.452 -0.036 -0.015 -0.021 0.075
F -3.548 0.971 4.647 0.000 0.006 0.005 0.099
C -6.440 -0.476 -3.169 -0.066 0.060 -0.038 -0.320
H -7.845 0.831 -2.483 0.011 0.027 -0.026 0.085
H -3.947 -1.205 -0.984 0.043 0.005 0.099 0.101
O -2.614 -2.917 2.757 0.090 0.024 -0.178 -0.107
N -7.685 0.152 -3.209 0.030 -0.148 0.045 0.090
S -2.396 -2.548 -2.966 0.335 0.407 -0.203 0.590
F -5.521 2.244 3.266 -0.016 0.005 0.012 0.104
C -1.251 -5.405 2.170 0.070 -0.114 -0.115 -0.097
O -3.610 -3.597 0.630 0.181 0.147 -0.084 -0.127
C -5.899 -1.063 -4.311 0.024 -0.016 -0.043 -0.034
C -4.510 -1.180 -1.908 0.022 -0.035 -0.156 -0.046
H 3.754 1.452 2.058 0.000 -0.021 0.009 0.087
H 4.922 4.151 1.222 0.018 -0.018 -0.015 0.072
S 0.905 -1.044 2.102 0.293 -0.362 0.036 0.690
H 0.474 5.069 3.869 0.030 0.045 0.006 0.111
H -1.030 2.800 -4.389 0.001 -0.039 0.059 0.058
P 1.349 2.299 2.302 -0.181 -0.086 0.234 0.523
H 4.480 2.620 3.164 -0.002 0.020 0.027 0.109
H 2.174 -0.652 -0.330 0.146 -0.144 0.236 0.040
H 3.239 -2.214 -2.538 0.007 0.044 -0.023 0.082
S 1.045 2.014 0.264 -0.078 -0.123 0.095 0.294
O 0.197 -2.601 2.098 0.221 0.170 0.071 -0.736
C 3.944 2.519 2.217 -0.046 -0.026 -0.057 -0.350
C -1.220 3.852 4.442 -0.005 0.001 0.078 -0.072
O -1.936 -1.694 0.604 0.526 0.228 -0.136 -0.372
H 1.204 -0.829 -3.037 -0.007 -0.025 0.015 0.108
C -2.277 0.770 2.654 0.017 -0.036 -0.005 -0.265
O 2.243 -1.259 1.391 -0.044 0.195 0.176 -0.670
N -0.849 0.673 -1.812 -0.339 0.036 -0.506 -0.144
H 3.594 -0.917 -3.693 -0.004 0.002 0.025 0.077
O -2.001 -2.858 -4.321 -0.092 -0.021 0.015 -0.321
C -3.410 1.184 3.329 0.014 -0.053 0.045 -0.170
H -0.952 -4.931 3.103 0.000 0.006 0.015 0.076
C -2.054 0.947 1.294 -0.422 0.329 0.300 -0.150
H -1.427 -4.579 -0.947 0.081 0.111 -0.145 0.034
C -4.245 2.054 1.289 -0.036 0.025 -0.115 -0.153
N -1.448 -1.517 -2.239 -0.139 0.332 -0.090 -0.131
C 3.304 -1.131 -2.662 0.060 -0.054 0.047 -0.064
C -4.670 -1.703 -4.256 0.003 0.019 0.035 -0.064
C -4.412 1.830 2.637 -0.079 0.057 0.073 -0.150
O 2.712 3.236 2.317 0.030 0.088 0.000 -0.408
P -2.224 -3.018 1.206 -0.692 -0.262 -0.210 0.544
P 0.675 -3.745 0.971 -0.280 -0.053 -0.121 0.913
C -3.090 1.620 0.658 -0.006 0.097 0.144 -0.231
H -1.931 4.372 3.797 0.014 -0.025 -0.002 0.080
H -3.572 -3.659 -0.349 0.111 -0.091 0.124 0.058
F -5.210 2.693 0.602 0.038 -0.031 0.012 0.089
F -3.037 1.916 -0.655 0.074 -0.077 -0.141 0.065
H -4.227 -2.147 -5.139 -0.029 0.015 0.015 0.111
H -2.290 -5.732 2.243 0.008 -0.007 -0.008 0.083
C -0.703 1.904 -2.430 -0.090 -0.147 0.271 -0.297
O 0.391 -3.051 -0.467 -0.007 -0.414 0.231 -0.320
C -1.303 -0.258 -2.656 0.146 -0.048 0.023 -0.719
H 4.215 2.951 0.132 0.021 -0.013 0.026 0.061
C 4.755 3.083 1.071 -0.002 0.038 -0.031 -0.090
H -3.460 -3.349 2.924 -0.017 0.027 0.015 0.090
H -7.982 0.469 -4.116 0.018 0.048 -0.023 0.082
H -1.494 2.794 4.472 0.061 0.100 0.037 0.061
H -6.152 -0.091 -1.076 0.033 -0.003 -0.002 0.113
O 0.258 3.491 2.593 0.192 0.050 -0.228 -0.413
C 1.975 -0.479 -2.353 0.008 0.225 -0.020 -0.278
O 1.524 -0.825 -1.043 -0.298 0.045 -0.063 -0.268
H -0.629 -6.285 1.997 -0.016 0.008 0.012 0.083
H 1.065 -2.414 -0.766 0.111 0.162 -0.098 0.007
C -1.062 -4.462 0.990 0.104 0.185 0.042 -0.677
C -1.044 1.948 -3.727 0.054 -0.025 -0.145 -0.406
O -1.337 -5.184 -0.193 0.044 -0.076 0.618 -0.073
C 0.190 4.017 3.916 -0.120 -0.134 -0.004 -0.332
H -6.441 -1.003 -5.249 0.029 -0.019 0.024 0.107
C -3.977 -1.760 -3.057 -0.098 -0.046 0.117 -0.301
C -5.737 -0.552 -1.965 0.021 0.066 0.097 -0.018
H 5.724 2.582 1.002 -0.020 0.001 -0.007 0.071
```
Positions in Å, forces in eV/Å.

Values from the calculation:
Charge ... -1
Frontier orbital gap (alpha / beta) ... 0.272 / 0.278 Ha
<S²> ... 3.776
Spin multiplicity ... 4
Energy relative to the best compared isomer or geometry (same formula, charge and spin) ... 522.2 kJ/mol
Lowest unoccupied orbital energy (alpha / beta) ... 2.33 / 2.33 eV
E_tot ... -5146.8348 Eh